Entry from OMol25: a 12-piece molecular cluster, C41H79N7O17 overall at a distorted geometry (ωB97M-V/def2-TZVPD).

```
144
Properties=species:S:1:pos:R:3
O -0.270 0.855 4.803
C -0.388 1.979 4.396
C -1.407 2.536 3.477
C -1.494 3.947 4.107
C -0.090 4.318 4.469
O 0.532 3.004 4.664
H -0.950 2.620 2.513
H -2.315 1.959 3.447
H -1.984 4.675 3.461
H -2.005 3.861 5.079
H 0.529 4.640 3.678
H -0.001 4.959 5.346
O 5.013 -3.728 -0.360
C 4.223 -4.581 -0.636
C 4.111 -5.874 0.141
C 3.111 -6.737 -0.705
C 2.443 -5.628 -1.605
O 3.334 -4.492 -1.645
H 5.061 -6.389 0.411
H 3.623 -5.493 1.051
H 3.644 -7.385 -1.394
H 2.302 -7.276 -0.225
H 2.196 -5.975 -2.615
H 1.510 -5.273 -1.116
O 3.878 -4.088 3.516
C 4.723 -3.268 3.474
C 4.863 -2.052 2.586
C 6.349 -1.735 2.611
C 6.748 -2.250 3.953
O 5.836 -3.283 4.306
H 4.415 -2.194 1.624
H 4.185 -1.307 3.005
H 6.841 -2.279 1.803
H 6.439 -0.697 2.539
H 7.774 -2.729 4.013
H 6.665 -1.560 4.753
O -1.085 -4.822 -2.689
C -1.659 -3.838 -3.064
C -1.786 -3.217 -4.456
C -2.744 -2.085 -4.285
C -2.828 -1.844 -2.772
O -2.345 -3.062 -2.157
H -0.829 -2.964 -4.821
H -2.250 -4.011 -5.044
H -2.462 -1.288 -4.941
H -3.704 -2.338 -4.734
H -2.333 -0.992 -2.388
H -3.853 -1.875 -2.515
O 1.126 3.399 1.318
C 2.017 3.263 2.119
C 2.783 1.983 2.392
C 3.530 2.217 3.638
C 3.697 3.782 3.522
O 2.529 4.210 2.885
H 2.143 1.071 2.304
H 3.443 1.924 1.522
H 2.934 1.876 4.510
H 4.490 1.702 3.629
H 3.821 4.278 4.455
H 4.549 3.962 2.872
C -0.137 -4.421 1.614
N 0.327 -3.723 2.799
C 1.056 -2.563 2.619
C 1.533 -1.829 3.846
O 1.309 -2.153 1.482
H -0.551 -5.395 1.870
H 0.738 -4.525 0.966
H -0.808 -3.794 0.995
H 0.354 -4.210 3.633
H 0.691 -1.701 4.586
H 1.816 -0.831 3.539
H 2.401 -2.227 4.311
C 3.960 1.212 -1.511
N 5.368 1.478 -1.297
C 5.956 1.017 -0.124
C 7.456 0.830 -0.134
O 5.271 0.852 0.837
H 3.424 1.979 -0.892
H 3.590 0.199 -1.321
H 3.819 1.582 -2.501
H 5.897 1.391 -2.149
H 8.033 1.819 -0.108
H 7.902 0.330 -1.021
H 7.778 0.351 0.801
C -5.257 -1.153 0.850
N -4.075 -1.482 1.662
C -3.580 -0.513 2.527
C -2.455 -1.060 3.457
O -3.891 0.641 2.536
H -5.716 -2.133 0.525
H -4.980 -0.586 -0.069
H -6.009 -0.654 1.460
H -3.585 -2.338 1.473
H -2.945 -1.318 4.458
H -1.703 -0.337 3.686
H -2.030 -1.963 3.197
C -6.588 -0.488 -4.901
N -6.388 0.699 -4.131
C -6.133 0.553 -2.776
C -5.736 1.749 -2.013
O -6.276 -0.538 -2.240
H -7.664 -0.775 -4.823
H -6.096 -1.399 -4.455
H -6.294 -0.263 -5.953
H -6.024 1.500 -4.637
H -4.661 1.708 -1.792
H -6.284 1.796 -1.093
H -5.896 2.618 -2.553
C -0.614 4.308 -1.688
N -1.398 4.398 -0.496
C -2.751 4.359 -0.623
C -3.502 4.403 0.717
O -3.301 4.332 -1.725
H -1.159 4.876 -2.518
H -0.597 3.243 -2.017
H 0.329 4.780 -1.594
H -1.087 4.227 0.449
H -2.805 4.557 1.559
H -4.070 3.446 0.686
H -4.166 5.245 0.813
C -0.521 0.857 0.016
N 0.245 -0.244 -0.574
C 0.405 -0.436 -1.864
C 1.177 -1.661 -2.249
O -0.018 0.386 -2.697
H -0.274 1.763 -0.481
H -0.107 1.077 1.031
H -1.658 0.726 0.099
H 0.632 -0.930 0.058
H 1.684 -2.147 -1.390
H 1.962 -1.446 -3.020
H 0.455 -2.329 -2.721
C -2.532 1.683 -4.407
N -3.221 2.986 -4.321
C -4.270 3.256 -5.158
C -4.775 4.655 -5.050
O -4.790 2.416 -5.964
H -1.524 1.816 -4.658
H -3.058 1.120 -5.213
H -2.663 1.095 -3.497
H -2.876 3.770 -3.780
H -3.905 5.263 -5.182
H -5.377 4.867 -4.142
H -5.410 4.936 -5.856
```

Computed properties:
**Kohn-Sham gap**: 9.396 eV
**F_max**: 4.25 eV Å⁻¹
**SMILES string**: O=C1CCCO1.O=C1CCCO1.O=C1CCCO1.O=C1CCCO1.O=C1CCCO1.CNC(C)=O.CNC(C)=O.CNC(C)=O.CNC(C)=O.CNC(C)=O.CNC(C)=O.CNC(C)=O
**HOMO**: -8.95 eV
**Energy above the lowest of the compared OMol25 structures with the same formula, charge and spin**: 0.00 kcal per mole

Löwdin population analysis, charges in e, atoms 1 to 4:
1. O 0.112
2. C -0.439
3. C -0.059
4. C -0.128